# 1
C35H40IN7O2PTa as an isolated structure. Source: OMol25; level of theory: ωB97M-V/def2-TZVPD.

Total charge: +4
Total energy: -70380.828 eV
Strongest force on any atom: 0.863 eV Å⁻¹
Molecular weight: 929.58 g/mol
Spin multiplicity: 1
LUMO level: -11.58 eV
Relative energy (zero: lowest compared OMol25 entry of this formula, charge and spin): 4.9 kcal per mole
Highest occupied orbital energy: -17.95 eV

Geometry (Å):
Ta1 0.40015 0.65811 0.07263
C1 1.76285 -2.21488 -0.25067
N1 2.13041 -0.95725 0.45548
C2 3.41784 -0.46476 -0.08960
C3 3.21013 -0.02052 -1.49047
C4 4.13901 -0.22085 -2.49171
C5 3.88831 0.29494 -3.75274
C6 2.71571 1.00938 -3.95108
C7 1.83052 1.15443 -2.90444
N2 2.04447 0.63104 -1.67456
C8 2.35506 -1.20906 1.90018
C9 1.13699 -1.03467 2.74602
C10 1.01640 -1.72640 3.93559
C11 -0.04960 -1.45423 4.77944
C12 -0.96108 -0.48940 4.38701
C13 -0.79332 0.13515 3.16645
N3 0.24006 -0.11630 2.33670
C14 0.40558 -2.63451 0.19512
C15 0.06918 -3.95647 0.39928
C16 -1.20967 -4.26304 0.84192
C17 -2.08395 -3.22034 1.09933
C18 -1.66883 -1.92093 0.87779
N4 -0.44901 -1.61696 0.40090
H1 2.50891 -2.98836 -0.05512
H2 1.76539 -2.02118 -1.32629
H3 4.19784 -1.22509 -0.00547
H4 3.72638 0.39359 0.51019
H5 5.04818 -0.76988 -2.28344
H6 4.59223 0.14501 -4.56167
H7 2.47938 1.44034 -4.91449
H8 0.90819 1.68921 -3.03910
H9 3.09483 -0.48460 2.23848
H10 2.80082 -2.19534 2.04720
H11 1.76052 -2.46620 4.20243
H12 -0.16285 -1.98376 5.71696
H13 -1.81211 -0.23265 5.00331
H14 -1.52699 0.84812 2.83165
H15 0.80022 -4.73434 0.21906
H16 -1.50494 -5.29140 1.00636
H17 -3.08158 -3.40252 1.47555
H18 -2.32758 -1.09726 1.10105
I1 -0.84043 -0.52212 -2.39417
C19 -2.74306 -0.29749 -1.57473
C20 -3.82238 -0.85129 -2.19599
C21 -5.11368 -0.52320 -1.72024
C22 -5.25745 0.38116 -0.70798
C23 -4.12618 0.96865 -0.08273
C24 -4.27517 1.97164 0.90986
C25 -3.18485 2.57980 1.46284
C26 -1.89113 2.14020 1.10634
C27 -1.68611 1.10431 0.21810
C28 -2.82121 0.58537 -0.47987
H19 -3.71523 -1.50627 -3.05117
H20 -5.97940 -0.96595 -2.19426
H21 -6.24552 0.67655 -0.37686
H22 -5.27529 2.27665 1.19434
H23 -3.30704 3.38005 2.18076
H24 -1.04552 2.63137 1.58401
C29 3.17523 4.04564 1.32674
P1 2.22445 2.82181 2.19977
C30 0.97724 3.58457 3.20398
C31 3.31696 1.92292 3.27885
O1 1.55988 1.84612 1.15901
H25 3.93940 4.45189 1.99306
H26 2.52833 4.85023 0.98257
H27 3.66714 3.59043 0.46585
H28 1.45524 4.33994 3.83409
H29 0.50686 2.84591 3.85536
H30 0.23933 4.05895 2.55927
H31 3.66312 2.60168 4.06307
H32 4.19566 1.56880 2.73714
H33 2.79389 1.08967 3.75075
C32 -0.31307 6.75944 -3.06983
N5 -0.14991 5.66365 -2.11041
C33 -0.10960 4.26559 -2.48753
C34 0.13451 3.63346 -1.14272
O2 0.17170 2.35595 -1.02126
N6 0.22135 4.50949 -0.18317
C35 0.05392 5.74244 -0.80627
N7 0.11332 6.86054 -0.11147
H34 -1.03052 6.45699 -3.82892
H35 0.63840 7.00569 -3.53885
H36 -0.71487 7.63791 -2.57053
H37 0.67588 4.05468 -3.21642
H38 -1.06770 3.93096 -2.89701
H39 0.17273 6.82447 0.89238
H40 -0.01244 7.76642 -0.53670

Force components x, y, z for each atom (eV/Å):
0.600 -0.504 0.362
0.071 -0.072 -0.059
-0.111 0.208 -0.010
0.046 -0.015 0.009
-0.141 0.108 0.035
0.058 0.048 0.047
0.036 0.000 -0.046
-0.023 0.039 -0.004
0.146 -0.064 0.108
-0.016 -0.019 -0.295
0.010 -0.119 0.049
0.018 0.080 -0.069
0.045 0.003 0.022
-0.007 -0.021 0.039
-0.014 -0.001 0.001
0.084 -0.023 0.010
-0.299 0.182 0.182
0.017 -0.002 0.006
0.016 -0.015 -0.031
-0.009 -0.034 0.012
-0.025 0.012 -0.007
0.049 -0.069 0.011
-0.194 0.092 0.083
0.003 0.001 0.024
0.012 -0.006 -0.008
-0.051 -0.059 -0.013
0.026 -0.007 -0.017
-0.013 0.003 0.012
-0.007 0.002 0.009
-0.006 -0.005 0.012
-0.067 0.017 -0.028
0.031 -0.039 0.011
-0.041 -0.024 -0.026
-0.006 0.003 -0.006
0.002 0.003 -0.010
0.010 0.006 -0.014
0.001 -0.016 0.003
-0.010 0.011 0.001
-0.001 0.009 -0.011
0.015 0.007 -0.002
0.013 -0.007 0.006
0.009 -0.007 -0.259
-0.040 -0.074 -0.049
-0.114 0.062 0.040
0.060 -0.040 -0.032
0.013 0.035 0.021
-0.076 0.013 0.023
-0.052 0.002 -0.014
0.029 -0.006 -0.011
-0.020 -0.003 -0.012
-0.249 -0.193 -0.280
-0.095 0.159 0.208
0.001 -0.002 0.012
0.012 0.006 0.004
0.009 -0.008 -0.006
0.013 -0.011 0.003
0.002 -0.002 -0.001
-0.035 -0.007 -0.011
0.055 0.088 -0.022
-0.042 -0.084 -0.202
-0.053 0.032 0.050
0.083 -0.096 0.003
0.231 0.180 0.043
-0.018 0.016 -0.001
0.000 -0.042 -0.010
0.030 -0.023 0.036
-0.029 0.001 -0.023
-0.023 0.007 -0.035
-0.016 0.078 0.029
-0.012 -0.001 -0.013
0.004 -0.021 0.025
0.009 0.059 0.042
-0.012 -0.040 0.052
0.053 -0.037 -0.067
-0.173 0.077 -0.008
-0.258 -0.280 -0.075
0.355 0.346 0.038
-0.022 0.070 0.001
0.038 0.025 0.126
-0.029 0.009 -0.021
0.009 -0.003 -0.006
0.001 0.010 0.002
-0.016 -0.003 -0.002
0.055 0.011 0.028
0.019 -0.001 -0.031
0.012 -0.017 0.008
0.010 0.000 -0.001

=====

# 2
C35H40N4OsP2 as an isolated structure. Source: OMol25; level of theory: ωB97M-V/def2-TZVPD.

Total charge: +2
⟨S²⟩: 6.0748
Total energy: -63926.774 eV
Strongest force on any atom: 3.292 eV Å⁻¹
Molecular weight: 768.91 g/mol
Spin multiplicity: 5
LUMO level (spin up / spin down): -5.29 / -8.95 eV
Relative energy (zero: lowest compared OMol25 entry of this formula, charge and spin): 0.0 kcal per mole
Highest occupied orbital energy (spin up / spin down): -11.90 / -11.90 eV

Geometry (Å):
Os1 -1.18128 -1.85152 3.80131
C1 -1.65750 -3.37973 2.38818
C2 -0.43672 -2.74099 2.03765
C3 -0.30401 -1.73644 0.89668
C4 -0.38413 -0.26715 1.34586
C5 -1.24162 -0.08443 2.56304
C6 -2.53175 -0.69444 2.68013
C7 -3.18616 -1.52992 1.59133
C8 -2.97094 -3.05539 1.72247
C9 -1.26194 -0.40461 5.28652
H1 -1.59005 -4.38142 2.82995
H2 0.48106 -3.29976 2.26114
H3 -1.03236 -1.92950 0.09688
H4 0.68327 -1.90607 0.44584
H5 0.63206 0.09312 1.56182
H6 -0.74656 0.37117 0.52638
H7 -1.04844 0.82208 3.14732
H8 -3.23192 -0.19455 3.35984
H9 -2.87697 -1.19566 0.59360
H10 -4.26587 -1.34532 1.65992
H11 -3.79247 -3.49086 2.31269
H12 -3.03639 -3.53443 0.73355
H13 -1.49538 -0.84155 6.27119
H14 -1.86263 0.49215 5.07538
H15 -0.18852 -0.12734 5.28252
P1 1.24136 3.39297 -2.95513
P2 2.45492 0.64904 -3.46804
N1 -0.39351 4.03035 -2.93402
N2 2.03265 4.97363 -3.09702
N3 1.21856 -0.45328 -4.05865
N4 3.82054 -0.35366 -3.94926
C10 1.31089 2.85712 -4.73286
C11 2.44430 1.83126 -4.90560
C12 -1.38256 3.45142 -2.11918
C13 -2.62289 3.91800 -2.52897
C14 -2.40260 4.80320 -3.64363
C15 -1.03273 4.84396 -3.87773
C16 2.77859 5.51270 -2.03595
C17 3.38574 6.68384 -2.46435
C18 3.01839 6.87931 -3.83725
C19 2.18891 5.82427 -4.19470
C20 0.37794 -1.16377 -3.18811
C21 -0.55622 -1.86268 -3.93908
C22 -0.30328 -1.56674 -5.31988
C23 0.78378 -0.70493 -5.36311
C24 4.05620 -1.07212 -5.12980
C25 5.40857 -1.38949 -5.19571
C26 6.03931 -0.82805 -4.02847
C27 5.05317 -0.19567 -3.28918
H16 1.45795 3.70157 -5.41714
H17 0.33685 2.40140 -4.96986
H18 2.36828 1.32153 -5.87480
H19 3.42688 2.32810 -4.86810
H20 -1.08785 2.77826 -1.32893
H21 -3.57515 3.65959 -2.09154
H22 -3.15968 5.33843 -4.19886
H23 -0.46169 5.38272 -4.61995
H24 2.80882 4.99151 -1.08804
H25 4.02713 7.32456 -1.87034
H26 3.33519 7.68738 -4.48779
H27 1.71512 5.59957 -5.14208
H28 0.53252 -1.08803 -2.12010
H29 -1.33745 -2.50438 -3.55128
H30 -0.85223 -1.92791 -6.18026
H31 1.26689 -0.24179 -6.21177
H32 3.24854 -1.30915 -5.80621
H33 5.89501 -1.95022 -5.98199
H34 7.08754 -0.88333 -3.77319
H35 5.08533 0.34756 -2.35736
C28 -1.54594 -3.07303 5.21097
C29 -1.85253 -3.57222 6.32140
C30 -2.18288 -4.00337 7.61919
C31 -2.20726 -5.39043 7.90450
C32 -2.62341 -5.85618 9.14752
C33 -3.00604 -4.96360 10.15940
C34 -2.94148 -3.58453 9.91353
C35 -2.52339 -3.09915 8.67434
H36 -1.91073 -6.09526 7.12270
H37 -2.66490 -6.92624 9.33684
H38 -3.35293 -5.33554 11.12658
H39 -3.23161 -2.88314 10.69784
H40 -2.46769 -2.02279 8.48919

Force components x, y, z for each atom (eV/Å):
0.006 -1.370 2.251
-0.258 -0.737 -0.727
0.221 -0.409 -0.525
0.371 -0.197 -0.607
0.620 -0.086 -0.032
-1.334 1.653 -1.030
0.511 0.960 -0.989
-0.636 -0.128 -0.400
-0.303 0.001 -0.027
0.259 0.664 0.732
-0.025 0.421 -0.143
-0.254 0.147 0.030
0.150 -0.125 0.326
-0.250 0.069 0.008
-0.279 -0.040 0.077
-0.099 -0.084 0.127
-0.098 -0.399 -0.160
0.364 -0.303 0.115
-0.039 0.110 0.310
0.242 0.053 -0.135
0.344 0.132 -0.101
0.048 0.132 0.177
-0.016 0.516 -0.479
0.215 -0.260 0.247
-0.211 0.192 0.194
-1.208 2.996 -0.634
-1.454 -0.973 -1.196
-0.549 -0.763 0.109
0.814 -0.457 0.274
-0.288 0.280 0.579
1.882 -0.101 -0.276
0.048 -0.254 0.040
0.348 0.049 0.256
-0.445 0.727 -0.901
1.131 -0.066 -0.136
1.195 -0.449 0.325
-0.828 -0.452 0.582
0.171 0.504 -0.819
-0.518 -0.831 -0.006
-0.598 -0.964 0.160
0.611 0.344 0.394
-0.384 -0.283 -0.889
0.809 0.661 0.271
0.948 0.647 0.435
-0.745 -0.526 0.206
-0.565 0.999 1.604
2.237 0.666 1.860
0.087 -1.565 -2.677
-2.514 -0.172 -0.875
-0.090 -0.331 0.205
0.245 0.068 0.141
0.166 0.101 0.304
-0.190 0.004 -0.034
-0.091 0.049 0.000
0.085 0.057 0.007
0.134 -0.021 0.071
-0.142 -0.021 0.159
-0.001 0.168 -0.100
-0.175 -0.160 -0.103
-0.159 -0.182 0.168
0.149 0.231 0.218
-0.056 -0.056 -0.135
0.162 0.140 -0.050
0.117 0.041 0.169
-0.228 -0.109 0.087
-0.013 0.003 0.046
-0.065 0.027 0.120
-0.091 -0.035 -0.031
0.109 0.016 0.029
0.449 -1.000 1.671
-0.147 0.273 -0.177
-0.079 -0.192 0.546
-0.001 -0.340 0.116
0.011 0.086 -0.074
0.139 0.139 -0.503
0.151 0.222 -0.310
-0.237 -0.095 -0.139
-0.152 0.241 0.302
0.048 0.209 -0.087
0.152 0.127 -0.358
0.153 -0.186 -0.278
-0.087 -0.400 0.093